No. 1
{"formula": "C17H27N3PbS2", "method": "ωB97M-V/def2-TZVPD", "species": ["Pb", "S", "S", "C", "C", "C", "N", "C", "C", "H", "H", "H", "H", "H", "H", "H", "H", "C", "H", "H", "H", "H", "H", "H", "H", "C", "C", "H", "H", "H", "H", "N", "C", "C", "C", "C", "C", "C", "C", "C", "N", "C", "H", "H", "H", "H", "H", "H", "H", "H"], "xyz": [[0.11, 0.62, -0.02], [2.51, 2.03, -0.19], [-2.31, 0.10, 1.32], [2.21, 3.02, 1.31], [1.43, 2.91, -1.45], [-0.04, 3.35, -1.25], [-1.04, 2.26, -1.25], [-2.32, 2.46, -0.52], [-3.00, 1.16, -0.03], [1.53, 2.30, -2.36], [2.06, 3.80, -1.54], [-0.32, 4.04, -2.07], [-0.12, 3.89, -0.29], [-3.01, 2.98, -1.22], [-2.13, 3.10, 0.35], [-3.17, 0.47, -0.87], [-3.98, 1.41, 0.41], [-2.10, 1.30, 2.68], [-1.18, 1.84, -2.18], [-1.62, 2.26, 2.43], [-1.53, 0.83, 3.49], [-3.13, 1.49, 3.03], [2.59, 2.48, 2.19], [1.19, 3.39, 1.53], [2.86, 3.89, 1.12], [-0.78, -1.39, -5.36], [-0.16, -2.41, -4.74], [-0.23, -0.64, -5.92], [-1.86, -1.31, -5.40], [0.92, -2.52, -4.77], [-0.72, -3.20, -4.25], [0.01, -1.50, -1.23], [0.45, -2.36, -0.11], [0.40, -3.70, -0.39], [0.79, -4.64, 0.57], [1.22, -4.23, 1.85], [1.25, -2.83, 2.20], [1.65, -2.38, 3.50], [1.62, -1.03, 3.85], [1.20, -0.14, 2.86], [0.93, -0.59, 1.62], [0.86, -1.92, 1.17], [0.62, -1.43, -2.07], [-0.96, -1.65, -1.58], [0.06, -4.01, -1.39], [0.76, -5.70, 0.30], [1.53, -4.95, 2.61], [1.97, -3.12, 4.22], [1.91, -0.64, 4.81], [1.10, 0.93, 3.02]], "homo_ev": -13.21, "lumo_energy_ev": -6.53, "total_charge": 2}

***

No. 2
{"formula": "C2H4ClNO3", "method": "ωB97M-V/def2-TZVPD", "species": ["C", "N", "O", "O", "C", "O", "Cl", "H", "H", "H", "H"], "xyz": [[-0.05, -0.63, 0.18], [-0.31, 0.90, 0.28], [0.15, 1.26, -1.00], [-1.73, 1.25, 0.41], [-2.19, 2.50, 0.70], [-3.37, 2.73, 0.86], [-1.03, 3.74, 0.56], [0.94, -0.88, -0.06], [-0.21, -1.21, 1.08], [-0.73, -1.22, -0.37], [0.71, 1.97, -0.68]], "smiles": "CN(O)OC(=O)Cl", "homo_ev": -10.41, "lumo_energy_ev": 0.53}

***

No. 3
{"formula": "C8H21NO", "method": "ωB97M-V/def2-TZVPD", "species": ["C", "C", "N", "C", "C", "C", "O", "H", "H", "H", "H", "H", "H", "H", "H", "H", "H", "H", "H", "H", "C", "C", "C", "H", "H", "H", "H", "H", "H", "H", "H"], "xyz": [[-0.73, -2.39, -0.32], [-1.46, -1.20, 0.30], [-0.86, -0.77, 1.55], [-1.56, 0.15, -0.84], [-2.84, -0.06, -1.63], [-1.51, 1.47, -0.14], [-0.43, 0.09, -1.68], [-1.22, -2.72, -1.24], [0.30, -2.13, -0.55], [-0.72, -3.24, 0.37], [-2.49, -1.47, 0.52], [0.13, -0.55, 1.43], [-0.98, -1.45, 2.29], [-2.89, -1.07, -2.04], [-3.71, 0.09, -0.98], [-2.89, 0.65, -2.45], [-0.50, 1.79, 0.09], [-2.22, 2.20, -0.50], [-2.03, 0.83, 0.70], [-0.50, -0.70, -2.23], [2.58, 2.17, 0.25], [2.53, 0.65, 0.14], [2.80, -0.03, 1.48], [2.36, 2.64, -0.71], [1.84, 2.52, 0.97], [3.56, 2.50, 0.59], [1.55, 0.35, -0.25], [3.27, 0.32, -0.59], [2.72, -1.12, 1.39], [3.80, 0.21, 1.84], [2.08, 0.30, 2.23]], "smiles": "C[C@@H](N)C(C)(C)O.CCC", "homo_ev": -9.00, "lumo_energy_ev": 0.88}

***

No. 4
{"formula": "CH4I3NSi", "method": "ωB97M-V/def2-TZVPD", "species": ["C", "N", "Si", "I", "I", "I", "H", "H", "H", "H"], "xyz": [[-1.20, 1.27, 0.33], [-0.09, 0.08, -0.78], [1.10, -0.90, -0.08], [2.82, 0.71, 0.78], [0.29, -2.19, 1.93], [1.84, -2.31, -1.95], [-0.80, 1.05, 1.30], [-1.26, 2.24, -0.30], [-2.03, 0.58, 0.17], [-0.67, -0.53, -1.41]], "homo_ev": -9.42, "lumo_energy_ev": -0.55}

***

No. 5
{"formula": "C9H13CoN6O2S", "method": "ωB97M-V/def2-TZVPD", "species": ["Co", "C", "C", "N", "N", "C", "N", "S", "C", "C", "C", "C", "C", "N", "H", "H", "H", "H", "H", "H", "H", "H", "H", "H", "N", "N", "C", "O", "O", "H", "H", "H"], "xyz": [[0.88, 0.58, 0.55], [-0.72, -3.04, -1.07], [-0.30, -1.65, -0.71], [0.51, -1.30, 0.30], [0.91, -2.22, 1.23], [1.64, -1.81, 2.28], [2.14, -2.69, 3.15], [1.82, -0.14, 2.53], [-0.74, -0.52, -1.45], [-1.49, -0.57, -2.64], [-1.88, 0.60, -3.25], [-1.48, 1.82, -2.69], [-0.74, 1.81, -1.53], [-0.39, 0.69, -0.91], [-0.29, -3.81, -0.43], [-0.40, -3.25, -2.09], [-1.80, -3.13, -1.04], [0.68, -3.20, 1.09], [2.10, -3.69, 3.00], [2.71, -2.35, 3.91], [-1.76, -1.53, -3.06], [-2.48, 0.58, -4.15], [-1.76, 2.75, -3.15], [-0.42, 2.74, -1.08], [-0.45, 2.12, 1.77], [0.19, 3.33, 1.41], [1.44, 3.27, 0.78], [2.07, 4.28, 0.62], [1.78, 2.09, 0.38], [-1.43, 2.16, 1.49], [-0.41, 1.96, 2.78], [0.03, 4.14, 1.99]], "homo_ev": [-11.76, -11.74], "lumo_energy_ev": [-4.78, -4.78], "spin_multiplicity": 2, "s2": 0.76, "total_charge": 1}

***

No. 6
{"formula": "C10H31N2O10P4", "method": "ωB97M-V/def2-TZVPD", "species": ["N", "P", "C", "C", "N", "C", "C", "P", "O", "O", "H", "H", "H", "H", "H", "H", "H", "H", "H", "H", "H", "H", "H", "C", "O", "P", "O", "O", "C", "O", "C", "H", "H", "H", "H", "H", "H", "H", "H", "H", "C", "O", "P", "O", "O", "C", "O", "C", "H", "H", "H", "H", "H", "H", "H", "H", "H"], "xyz": [[-1.57, 4.08, 0.51], [-2.92, 4.81, 0.57], [-4.11, 4.29, -0.79], [-5.58, 4.36, -0.39], [-5.95, 3.19, 0.50], [-5.48, 1.87, -0.07], [-4.01, 1.98, -0.41], [-3.48, 0.41, -1.23], [-4.35, 0.06, -2.37], [-3.79, 3.03, -1.33], [-1.21, 3.62, 1.33], [-3.74, 4.72, 1.74], [-2.97, 6.20, 0.34], [-3.97, 5.01, -1.60], [-5.83, 5.28, 0.14], [-6.22, 4.27, -1.27], [-5.58, 3.32, 1.44], [-6.97, 3.18, 0.59], [-5.69, 1.10, 0.66], [-6.07, 1.69, -0.97], [-3.39, 2.13, 0.49], [-2.12, 0.67, -1.47], [-3.50, -0.46, -0.13], [1.81, -0.92, 1.15], [1.04, -2.13, 1.30], [-0.53, -2.10, 1.33], [-1.14, -0.78, 1.10], [-0.95, -2.79, 2.69], [-0.56, -2.17, 3.93], [-0.91, -3.21, 0.28], [-2.30, -3.28, -0.05], [2.83, -1.18, 1.43], [1.78, -0.59, 0.12], [1.43, -0.13, 1.80], [-0.69, -1.08, 3.87], [0.48, -2.41, 4.15], [-1.20, -2.57, 4.70], [-2.43, -2.72, -0.98], [-2.90, -2.82, 0.74], [-2.60, -4.31, -0.19], [7.82, -3.87, -1.79], [7.01, -2.80, -2.30], [6.37, -1.75, -1.31], [6.73, -1.92, 0.10], [4.81, -1.80, -1.59], [4.12, -3.02, -1.30], [6.77, -0.39, -1.99], [6.51, 0.85, -1.31], [7.91, -4.59, -2.60], [8.80, -3.50, -1.51], [7.35, -4.34, -0.93], [4.50, -3.47, -0.38], [4.23, -3.72, -2.13], [3.07, -2.77, -1.17], [7.45, 1.23, -0.92], [5.81, 0.70, -0.48], [6.09, 1.54, -2.03]], "homo_ev": -11.86, "lumo_energy_ev": -3.52, "total_charge": 1}

***

What did the fourth record say?
{"formula": "CH4I3NSi", "method": "ωB97M-V/def2-TZVPD", "species": ["C", "N", "Si", "I", "I", "I", "H", "H", "H", "H"], "xyz": [[-1.20, 1.27, 0.33], [-0.09, 0.08, -0.78], [1.10, -0.90, -0.08], [2.82, 0.71, 0.78], [0.29, -2.19, 1.93], [1.84, -2.31, -1.95], [-0.80, 1.05, 1.30], [-1.26, 2.24, -0.30], [-2.03, 0.58, 0.17], [-0.67, -0.53, -1.41]], "homo_ev": -9.42, "lumo_energy_ev": -0.55}